(1)
Formula: C30H84N6O9
Source: the Open Molecules 2025 dataset
Level of theory: ωB97M-V with the def2-TZVPD basis set

Geometry (Å):
C 12.93 1.46 -30.56
C 14.38 1.85 -30.62
O 15.18 1.28 -29.62
H 12.29 2.10 -31.17
H 12.63 1.51 -29.51
H 12.78 0.43 -30.87
H 14.46 2.93 -30.56
H 14.73 1.54 -31.60
H 15.19 0.32 -29.73
C 16.59 -4.47 -29.74
C 17.91 -4.11 -30.49
O 17.57 -3.14 -31.40
H 15.76 -4.69 -30.41
H 16.26 -3.54 -29.27
H 16.70 -5.20 -28.94
H 18.36 -4.93 -31.05
H 18.64 -3.67 -29.81
H 17.29 -3.56 -32.21
C 15.37 -0.78 -26.85
C 15.31 -0.43 -25.36
O 14.25 -1.22 -24.82
H 14.42 -0.65 -27.37
H 15.70 -1.81 -27.01
H 16.12 -0.10 -27.25
H 14.96 0.58 -25.15
H 16.24 -0.68 -24.86
H 13.41 -0.79 -24.98
C 13.80 -4.87 -23.39
C 14.28 -4.18 -22.15
C 15.85 -4.03 -22.08
O 16.34 -3.58 -20.80
C 16.12 -4.44 -19.67
N 13.66 -2.88 -22.29
H 13.79 -4.24 -24.29
H 12.79 -5.23 -23.19
H 14.29 -5.82 -23.57
H 13.88 -4.71 -21.28
H 16.19 -3.31 -22.83
H 16.36 -4.96 -22.31
H 16.71 -4.20 -18.78
H 16.18 -5.52 -19.85
H 15.16 -4.32 -19.18
H 14.09 -2.40 -23.07
H 14.06 -2.40 -21.49
C 13.04 -3.70 -27.15
C 11.82 -2.99 -27.72
C 10.98 -3.83 -28.70
O 10.15 -2.94 -29.41
C 9.31 -3.63 -30.35
N 11.13 -2.57 -26.52
H 13.71 -3.00 -26.65
H 13.63 -4.16 -27.94
H 12.85 -4.51 -26.44
H 12.21 -2.11 -28.24
H 10.38 -4.53 -28.11
H 11.61 -4.45 -29.33
H 9.79 -4.01 -31.26
H 8.58 -2.93 -30.75
H 8.80 -4.46 -29.87
H 11.09 -3.42 -25.96
H 10.17 -2.37 -26.75
C 15.12 -0.06 -21.46
C 15.23 -0.19 -19.93
C 14.52 0.81 -19.03
O 15.18 0.90 -17.73
C 14.62 1.94 -16.89
N 14.75 -1.55 -19.65
H 14.08 0.06 -21.78
H 15.53 -0.90 -22.02
H 15.57 0.88 -21.76
H 16.31 -0.09 -19.80
H 13.49 0.49 -18.89
H 14.53 1.75 -19.59
H 14.88 2.92 -17.28
H 15.03 1.90 -15.88
H 13.53 1.95 -16.83
H 14.99 -1.69 -18.68
H 15.41 -2.20 -20.04
C 11.89 1.09 -27.18
C 11.28 1.01 -25.75
C 9.75 1.31 -25.78
O 9.39 1.63 -24.44
C 7.96 1.82 -24.30
N 11.70 -0.19 -25.05
H 12.95 0.85 -27.26
H 11.71 2.05 -27.66
H 11.41 0.31 -27.77
H 11.78 1.78 -25.16
H 9.24 0.40 -26.09
H 9.66 2.13 -26.50
H 7.70 2.38 -23.41
H 7.33 0.94 -24.27
H 7.56 2.42 -25.12
H 11.36 -0.98 -25.58
H 11.28 -0.28 -24.13
C 18.70 0.02 -29.33
C 18.38 1.31 -30.12
C 19.59 2.06 -30.65
O 19.19 3.26 -31.34
C 20.22 3.66 -32.25
N 17.61 0.85 -31.32
H 19.05 0.23 -28.32
H 19.49 -0.46 -29.92
H 17.87 -0.67 -29.18
H 17.70 1.97 -29.58
H 20.16 1.43 -31.32
H 20.32 2.39 -29.90
H 20.51 2.86 -32.92
H 21.14 3.89 -31.71
H 19.84 4.49 -32.84
H 17.20 1.65 -31.77
H 16.80 0.36 -30.98
C 20.96 -3.34 -21.86
C 19.98 -2.23 -21.50
C 19.06 -1.78 -22.63
O 19.86 -1.19 -23.64
C 19.25 -1.18 -24.95
N 19.19 -2.63 -20.29
H 21.50 -3.77 -21.02
H 21.76 -2.91 -22.47
H 20.44 -4.07 -22.48
H 20.53 -1.33 -21.24
H 18.31 -1.06 -22.28
H 18.59 -2.71 -22.93
H 19.98 -0.82 -25.67
H 18.41 -0.49 -25.05
H 18.92 -2.18 -25.24
H 19.53 -3.58 -20.20
H 18.21 -2.77 -20.54

For the frontier orbital gap (alpha / beta), the calculation gives 8.30 / 2.53 eV. Its charge is +1. For the energy above the lowest of the compared OMol25 structures with the same formula, charge and spin, the calculation gives 0.00 kJ/mol. Its multiplicity is 2. As for the LUMO energy (alpha / beta): -2.081 / -7.847 eV. The HOMO energy (alpha / beta) is -10.382 / -10.382 eV. The molar mass is 673.035 g mol⁻¹.

***

(2)
Formula: C33H34MoN5O3SSi
Source: the Open Molecules 2025 dataset
Level of theory: ωB97M-V with the def2-TZVPD basis set

Geometry (Å):
Mo -0.30 0.45 -0.29
O -2.12 0.57 4.90
C -2.21 -0.73 4.59
C -2.59 -1.62 5.59
C -2.71 -2.97 5.33
C -2.43 -3.48 4.06
C -2.03 -2.62 3.06
C -1.92 -1.24 3.30
C -1.52 -0.39 2.20
O -1.05 -0.89 1.11
N -1.69 0.91 2.33
N -1.40 1.59 1.18
C -1.67 2.87 1.22
C -1.55 3.72 0.09
C -1.93 5.07 0.16
C -1.92 5.86 -0.96
C -1.53 5.33 -2.19
C -1.12 4.01 -2.29
C -1.12 3.20 -1.16
O -0.66 1.96 -1.20
H -1.97 1.09 4.09
H -2.81 -1.21 6.57
H -3.03 -3.64 6.11
H -2.53 -4.54 3.86
H -1.82 -2.98 2.06
H -2.07 3.27 2.15
H -2.25 5.47 1.11
H -2.22 6.89 -0.90
H -1.55 5.94 -3.07
H -0.80 3.59 -3.23
C 1.61 -2.01 -3.04
C 2.50 -0.81 -2.97
C 3.52 -0.61 -3.87
C 4.29 0.54 -3.84
C 4.05 1.51 -2.88
C 3.02 1.36 -1.96
C 2.76 2.42 -0.94
C 2.21 0.19 -2.01
N 1.13 0.09 -1.23
H 2.05 -2.78 -3.66
H 0.65 -1.72 -3.46
H 1.40 -2.41 -2.04
H 3.72 -1.35 -4.63
H 5.09 0.69 -4.56
H 4.65 2.40 -2.84
H 3.21 3.36 -1.25
H 3.20 2.13 0.02
H 1.69 2.57 -0.80
N 4.81 1.19 4.79
C 4.24 0.08 4.30
S 4.76 -1.40 4.80
C 3.15 0.19 3.33
C 2.53 1.40 2.99
C 1.55 1.42 2.02
N 1.13 0.32 1.38
C 1.67 -0.85 1.73
C 2.66 -0.96 2.68
H 5.56 1.07 5.45
H 4.63 2.12 4.45
H 2.80 2.33 3.45
H 1.08 2.36 1.75
H 1.29 -1.73 1.21
H 3.08 -1.92 2.93
C -4.08 -2.09 -4.21
Si -2.68 -2.96 -3.27
C -1.31 -3.59 -4.45
C -3.29 -4.44 -2.23
C -1.95 -1.67 -2.12
C -1.43 -0.81 -1.44
H -4.54 -2.74 -4.95
H -3.72 -1.21 -4.74
H -4.86 -1.77 -3.53
H -1.73 -4.33 -5.11
H -0.49 -4.06 -3.91
H -0.89 -2.80 -5.07
H -3.72 -5.20 -2.87
H -4.05 -4.13 -1.52
H -2.48 -4.90 -1.67

For the frontier orbital gap, the calculation gives 6.40 eV. Its charge is +1. As for the LUMO energy: -4.205 eV. The HOMO energy is -10.601 eV. The molar mass is 704.760 g mol⁻¹.

***

(3)
Formula: C24H66O36P6S3
Source: the Open Molecules 2025 dataset
Level of theory: ωB97M-V with the def2-TZVPD basis set

Geometry (Å):
C -5.30 -4.29 -1.50
O -4.48 -4.64 -2.63
P -4.20 -3.57 -3.85
O -4.30 -2.14 -3.40
O -5.37 -3.98 -4.96
C -6.56 -3.23 -4.97
O -2.82 -4.12 -4.43
C -2.16 -3.28 -5.40
H -6.14 -4.98 -1.58
H -5.56 -3.23 -1.50
H -4.86 -4.47 -0.52
H -7.03 -3.35 -3.99
H -7.31 -3.66 -5.62
H -6.32 -2.20 -5.24
H -1.12 -3.29 -5.06
H -2.39 -2.21 -5.43
H -2.16 -3.81 -6.35
C 3.67 -1.14 10.28
O 2.52 -1.30 9.50
P 2.46 -2.55 8.40
O 2.74 -3.84 8.95
O 3.40 -2.12 7.18
C 3.21 -2.70 5.86
O 0.93 -2.43 7.82
C -0.26 -2.80 8.60
H 3.32 -1.35 11.29
H 4.07 -0.12 10.25
H 4.49 -1.80 10.03
H 3.32 -2.12 4.95
H 2.16 -3.00 5.78
H 3.85 -3.57 5.71
H -0.06 -3.23 9.58
H -0.82 -3.61 8.14
H -0.88 -1.90 8.69
C -0.23 5.56 -9.19
O -0.16 4.21 -9.01
P 1.17 3.54 -8.44
O 2.51 3.96 -8.96
O 0.84 2.03 -8.77
C 0.72 1.48 -10.10
O 0.90 3.62 -6.84
C -0.32 2.99 -6.31
H -0.53 5.75 -10.22
H 0.67 6.17 -9.14
H -1.07 6.09 -8.74
H 1.25 1.99 -10.90
H -0.31 1.22 -10.31
H 1.21 0.51 -10.13
H -0.61 3.48 -5.38
H -0.38 1.93 -6.08
H -1.10 3.32 -7.00
C 5.23 -8.38 -0.42
O 4.50 -7.38 0.35
P 2.95 -7.60 0.73
O 2.21 -6.42 1.26
O 2.28 -8.31 -0.62
C 1.87 -7.47 -1.74
O 3.07 -8.84 1.79
C 3.25 -8.56 3.23
H 5.48 -9.27 0.17
H 6.16 -7.90 -0.72
H 4.64 -8.79 -1.25
H 0.82 -7.58 -2.02
H 2.58 -7.59 -2.56
H 1.90 -6.40 -1.57
H 4.01 -9.24 3.61
H 2.35 -8.65 3.83
H 3.64 -7.56 3.44
C 4.53 6.69 0.23
O 3.14 6.63 0.10
P 2.20 7.88 0.50
O 2.81 8.66 1.59
O 1.99 8.76 -0.89
C 1.35 8.19 -2.01
O 0.73 7.28 0.79
C -0.37 8.13 1.18
H 5.07 6.69 -0.72
H 4.91 5.85 0.82
H 4.96 7.67 0.45
H 0.52 8.84 -2.30
H 0.85 7.23 -1.88
H 1.95 8.04 -2.91
H -0.63 7.86 2.20
H -1.26 8.05 0.56
H -0.15 9.20 1.15
C -9.00 1.86 2.90
O -8.13 0.85 2.64
P -6.50 0.93 2.96
O -5.72 -0.36 2.81
O -6.06 2.21 2.04
C -6.02 2.18 0.59
O -6.39 1.48 4.46
C -5.26 1.39 5.26
H -9.83 1.63 3.57
H -9.56 2.21 2.03
H -8.46 2.68 3.38
H -6.17 1.20 0.14
H -5.06 2.60 0.27
H -6.79 2.80 0.14
H -5.45 0.63 6.02
H -5.06 2.24 5.91
H -4.38 1.09 4.69
O 4.20 -2.08 -2.88
S 5.19 -2.03 -3.95
O 6.55 -2.48 -3.61
O 4.72 -2.73 -5.40
C 4.33 -1.75 -6.44
C 4.26 -0.43 -5.70
O 5.22 -0.51 -4.65
H 5.19 -1.71 -7.10
H 3.44 -2.11 -6.96
H 3.24 -0.31 -5.34
H 4.44 0.39 -6.39
O 1.30 4.35 8.88
S 0.74 3.49 7.89
O -0.18 2.44 8.33
O 0.13 4.33 6.60
C 0.62 3.94 5.32
C 1.54 2.77 5.53
O 1.88 2.83 6.89
H -0.29 3.68 4.79
H 1.14 4.79 4.89
H 2.48 2.74 4.98
H 0.89 1.89 5.50
O -0.51 2.30 0.42
S 0.28 1.17 -0.02
O 1.46 1.46 -0.88
O 0.64 0.16 1.29
C 0.16 -1.10 1.07
C -0.86 -1.00 0.02
O -0.58 0.10 -0.76
H 1.02 -1.62 0.65
H -0.15 -1.63 1.97
H -1.77 -0.67 0.53
H -0.97 -1.81 -0.70

For the frontier orbital gap, the calculation gives 10.13 eV. Its charge is 0. For the energy above the lowest of the compared OMol25 structures with the same formula, charge and spin, the calculation gives 669.53 kJ/mol. As for the LUMO energy: -0.232 eV. The HOMO energy is -10.359 eV. The molar mass is 1212.801 g mol⁻¹. The SMILES is COP(=O)(OC)OC.COP(=O)(OC)OC.COP(=O)(OC)OC.COP(=O)(OC)OC.COP(=O)(OC)OC.COP(=O)(OC)OC.O=S1(=O)OCCO1.O=S1(=O)OCCO1.O=S1(=O)OCCO1.

***

(4)
Formula: C3H3NS2
Source: the Open Molecules 2025 dataset
Level of theory: ωB97M-V with the def2-TZVPD basis set

Geometry (Å):
C 0.15 0.96 -0.04
C -1.17 0.70 0.18
C 0.08 -1.47 0.05
N 0.96 -0.16 -0.08
S 2.57 -0.15 0.07
S -1.53 -0.97 0.05
H 0.52 1.88 -0.10
H -1.99 1.46 0.39
H 0.41 -2.24 -0.53

For the frontier orbital gap (alpha / beta), the calculation gives 6.62 / 7.18 eV. Its charge is 0. For the energy above the lowest of the compared OMol25 structures with the same formula, charge and spin, the calculation gives 200.43 kJ/mol. As for the LUMO energy (alpha / beta): -0.829 / -0.549 eV. The HOMO energy (alpha / beta) is -7.446 / -7.727 eV. The molar mass is 117.198 g mol⁻¹.